Below is a structure of composition C51H40FGeN9O3SSeY in a non-equilibrium geometry, with properties calculated with ωB97M-V/def2-TZVPD.

Structure (XYZ):
```
108
Properties=species:S:1:pos:R:3:forces:R:3
Y -0.3396 0.0371 -0.2076 -0.7 -1.3 -0.8
C 4.0899 3.6274 -3.8996 0.0 0.0 0.0
C 5.0405 2.8631 -3.2085 0.0 0.0 0.0
C 4.6524 1.8852 -2.3097 0.0 0.0 0.0
C 3.2922 1.6728 -2.1250 0.0 0.0 -0.1
C 2.5496 0.7664 -1.2518 0.0 0.1 0.0
N 1.2465 0.9488 -1.5012 -0.2 0.2 0.3
C 1.0262 1.9852 -2.3587 0.0 0.0 0.0
N -0.1241 2.5930 -2.6430 0.0 0.0 0.0
C -1.2942 2.5000 -2.0160 0.0 0.1 0.0
C -2.4494 3.3708 -2.2355 0.1 0.0 0.1
C -2.7524 4.3060 -3.2166 0.0 0.0 0.0
C -3.9570 4.9823 -3.1231 0.0 0.0 0.0
C -4.8374 4.7541 -2.0570 0.0 0.0 0.0
C -4.5306 3.8406 -1.0631 0.0 0.0 0.0
C -3.3379 3.1373 -1.1680 0.0 0.1 0.1
C -2.7214 2.1158 -0.3212 0.0 0.1 0.1
N -3.1629 1.7768 0.9082 -0.1 0.0 0.0
C -2.5962 1.0195 1.8239 0.0 0.1 0.0
N -1.4983 0.2059 1.7180 0.4 0.2 -0.1
C -1.0592 -0.1975 2.9239 -0.1 0.1 0.0
N 0.0960 -0.7967 3.2372 0.1 0.0 0.0
C 1.1710 -0.9259 2.4550 0.0 0.1 0.1
N 1.3084 -0.5710 1.1688 -0.2 0.3 0.0
C 2.6117 -0.5641 0.7602 0.1 0.1 -0.1
N 3.1369 0.0051 -0.3028 0.1 -0.1 0.1
C 3.3926 -1.1472 1.8667 0.0 0.0 0.0
C 4.7426 -1.4172 2.0020 0.0 0.0 0.0
C 5.1837 -1.9139 3.2212 0.0 0.0 0.0
C 4.2976 -2.1163 4.2816 0.0 0.0 0.0
C 2.9443 -1.8333 4.1493 0.0 0.0 0.0
C 2.5012 -1.3596 2.9275 0.0 0.0 0.0
C -2.0511 0.2304 3.9243 -0.1 0.0 -0.1
C -2.1106 0.0695 5.2953 0.0 0.0 0.0
C -3.1642 0.6688 5.9694 0.0 0.0 0.0
C -4.1151 1.4301 5.2882 0.0 0.0 0.0
C -4.0411 1.6109 3.9136 0.0 0.0 0.0
C -3.0056 0.9908 3.2386 0.0 -0.1 0.0
N -1.5886 1.7394 -0.9255 0.3 0.1 0.1
C 2.3375 2.4347 -2.8230 0.0 -0.1 0.0
C 2.7336 3.4286 -3.7095 0.0 0.0 0.0
H 4.4286 4.3896 -4.5905 0.0 0.0 0.0
H 6.0933 3.0480 -3.3815 0.0 0.0 0.0
H 5.3757 1.2938 -1.7631 0.0 0.0 0.0
H -2.0616 4.4895 -4.0293 0.0 0.0 0.0
H -4.2242 5.7083 -3.8809 0.0 0.0 0.0
H -5.7660 5.3090 -2.0100 0.0 0.0 0.0
H -5.1920 3.6713 -0.2225 0.0 0.0 0.0
H 5.4206 -1.2433 1.1763 0.0 0.0 0.0
H 6.2330 -2.1435 3.3587 0.0 0.0 0.0
H 4.6772 -2.4937 5.2227 0.0 0.0 0.0
H 2.2514 -1.9670 4.9697 0.0 0.0 0.0
H -1.3391 -0.4806 5.8167 0.0 0.0 0.0
H -3.2379 0.5709 7.0449 0.0 0.0 0.0
H -4.9112 1.9047 5.8481 0.0 0.0 0.0
H -4.7531 2.2283 3.3819 0.0 0.0 0.0
H 1.9944 4.0243 -4.2293 0.0 0.0 0.0
O -0.2679 4.8362 4.4126 0.0 0.0 0.0
S 0.0008 3.4307 4.2459 0.0 0.0 -0.1
O -0.4737 2.5515 5.2860 0.0 0.0 0.0
N -0.4531 2.9042 2.7809 0.0 0.0 0.1
C 0.5855 2.5422 2.0417 0.0 0.0 0.0
O 0.5285 2.0605 0.8911 0.0 0.1 0.1
C 1.9150 2.7112 2.7290 0.0 0.0 0.0
C 3.1771 2.4247 2.2413 0.0 0.0 0.0
C 4.2615 2.6047 3.0924 0.0 0.0 0.0
C 4.0812 3.0695 4.3932 0.0 0.0 0.0
C 2.8111 3.3715 4.8732 0.0 0.0 0.0
C 1.7490 3.1811 4.0144 0.0 0.0 0.0
H 3.3085 2.0695 1.2279 0.0 0.0 0.0
H 5.2605 2.3766 2.7418 0.0 0.0 0.0
H 4.9427 3.1976 5.0368 0.0 0.0 0.0
H 2.6588 3.7378 5.8800 0.0 0.0 0.0
F 5.1545 -3.2205 -2.5058 0.0 0.0 0.0
C 3.8280 -2.9585 -2.3231 0.0 0.0 0.0
C 3.1710 -2.1432 -3.2188 0.0 0.0 0.0
C 1.8237 -1.8739 -3.0199 0.0 0.0 0.0
C 1.1064 -2.3975 -1.9326 0.1 0.1 0.1
C -0.2902 -2.0195 -1.6524 0.0 -0.1 0.0
C 1.8284 -3.2290 -1.0594 0.0 0.0 0.0
C 3.1739 -3.5138 -1.2448 0.0 0.0 0.0
H 3.7122 -1.7168 -4.0542 0.0 0.0 0.0
H 1.3118 -1.2181 -3.7164 0.0 0.0 0.0
H -0.8303 -2.8583 -1.1959 0.0 0.0 0.0
H -0.8279 -1.7519 -2.5710 0.0 0.0 0.0
H 1.3180 -3.6495 -0.1984 0.0 0.0 0.0
H 3.7164 -4.1473 -0.5541 0.0 0.0 0.0
C -6.5693 -1.7699 -2.9281 0.0 0.0 0.0
Ge -5.8154 -0.1509 -2.1234 0.0 0.1 0.0
C -7.2278 1.1779 -1.8500 0.0 0.0 0.0
C -4.4263 0.5717 -3.2924 0.0 0.0 0.0
C -5.0709 -0.6403 -0.3690 0.0 0.0 0.0
Se -3.3834 -1.5762 -0.6307 0.0 0.1 0.0
C -3.2815 -2.4735 1.0909 0.0 0.0 0.0
H -7.0669 -1.5330 -3.8696 0.0 0.0 0.0
H -7.2996 -2.2303 -2.2607 0.0 0.0 0.0
H -5.7795 -2.4951 -3.1260 0.0 0.0 0.0
H -7.6858 1.4517 -2.8017 0.0 0.0 0.0
H -6.8117 2.0796 -1.3996 0.0 0.0 0.0
H -8.0065 0.7881 -1.1927 0.0 0.0 0.0
H -4.7812 0.5791 -4.3245 0.0 0.0 0.0
H -3.5219 -0.0384 -3.2510 0.0 0.0 0.0
H -4.1673 1.5923 -3.0105 0.0 -0.1 0.0
H -5.7628 -1.3155 0.1375 0.0 0.0 0.0
H -4.9080 0.2368 0.2563 0.0 0.0 0.0
H -4.0373 -3.2530 1.1493 0.0 0.0 0.0
H -3.4122 -1.7523 1.8945 0.0 0.0 0.0
H -2.2898 -2.9187 1.1643 0.0 0.0 0.0
```
Forces are in eV/Å.

## Properties
**LUMO level (alpha / beta)**: 0.63 / 0.63 eV
**Relative energy (zero: lowest compared OMol25 entry of this formula, charge and spin)**: 0.0000 eV
**Charge**: -1
**E_HOMO (alpha / beta)**: -0.1517 / -0.1516 hartree
**Multiplicity**: 1